Record 1
A molecular structure, C17H19Cl2N5O6S5Ti, computed with ωB97M-V/def2-TZVPD.

Computed properties:
Maximum force, Eh/bohr: 0.0086
Highest occupied orbital energy (alpha / beta), eV: -4.52 / -4.53
LUMO energy (alpha / beta), eV: 2.14 / 2.12
Energy above the lowest of the compared OMol25 structures with the same formula, charge and spin, kJ/mol: 30.9
Frontier orbital gap (alpha / beta), eV: 6.66 / 6.65
Total charge: -1
Calculated total energy, eV: -140019.458
Spin multiplicity: 2

Last column: Löwdin charge in e.
Geometry (Å):
Ti -0.27 -0.55 0.15  0.9430
O 2.93 -0.02 -2.44  0.0546
C 2.15 -0.37 -1.57  -0.5665
O 0.94 0.05 -1.39  -0.1948
C 2.55 -1.41 -0.54  -0.1452
C 3.78 -2.03 -0.40  0.0235
C 3.94 -2.92 0.66  -0.0344
C 2.90 -3.16 1.55  0.0229
C 1.70 -2.49 1.33  -0.1467
N 1.57 -1.66 0.31  0.0662
C 0.44 -2.56 2.17  -0.5421
O 0.35 -3.31 3.11  0.0950
O -0.47 -1.73 1.72  -0.1269
H 4.57 -1.81 -1.10  0.1202
H 4.89 -3.42 0.80  0.1066
H 2.99 -3.83 2.39  0.1211
S 1.51 5.96 4.79  0.4567
C 0.82 4.69 4.00  -1.5466
S 1.62 3.75 2.80  0.8434
C 0.31 2.64 2.38  -1.1051
C -0.85 2.82 3.06  -1.1691
S -2.43 2.10 2.93  0.4872
S -0.78 4.12 4.26  0.8430
S 0.81 1.61 1.04  0.5793
N -2.17 0.48 0.19  -0.0332
C -2.72 0.47 -1.16  -0.2889
C -4.17 0.94 -1.23  -0.1412
C -4.42 2.25 -0.49  -0.1805
C -3.73 3.49 -1.06  -0.1506
N -2.29 3.61 -0.84  0.0961
C -1.72 4.36 0.10  -0.4536
N -2.42 4.71 1.19  0.1712
N -0.48 4.83 -0.08  0.2209
C -2.47 -0.94 -1.72  -0.5928
O -3.20 -1.40 -2.59  0.0633
O -1.42 -1.51 -1.22  -0.1186
H -2.75 -0.04 0.84  0.1094
H -2.10 1.40 0.62  -0.0249
H -2.09 1.12 -1.77  0.1318
H -4.80 0.16 -0.80  0.1267
H -4.46 1.02 -2.28  0.1213
H -4.17 2.16 0.57  0.0738
H -5.50 2.46 -0.53  0.1144
H -4.18 4.39 -0.63  0.1174
H -3.89 3.54 -2.14  0.1271
H -1.67 3.26 -1.56  0.0507
H -2.86 3.90 1.68  -0.0014
H -1.92 5.29 1.84  0.0961
H 0.01 4.62 -0.94  0.0338
H 0.11 4.93 0.73  0.0920
Cl 2.38 4.40 -2.05  0.5294
C 1.61 2.82 -2.30  -0.9784
Cl 0.09 3.01 -3.24  0.5548
H 1.34 2.41 -1.34  -0.0658
H 2.27 2.16 -2.86  0.0147

Record 2
A molecular structure, C17H19Cl3N2O7V at a distorted geometry, computed with ωB97M-V/def2-TZVPD.

Computed properties:
Maximum force, Eh/bohr: 0.0493
Highest occupied orbital energy (alpha / beta), eV: -1.36 / -1.37
LUMO energy (alpha / beta), eV: 3.08 / 3.08
Energy above the lowest of the compared OMol25 structures with the same formula, charge and spin, kJ/mol: 0.0
Frontier orbital gap (alpha / beta), eV: 4.44 / 4.45
Total charge: -2
Calculated total energy, eV: -98504.951
Spin multiplicity: 2

Last column: Löwdin charge in e.
Geometry (Å):
C -0.85 1.05 -3.23  -0.3162
C -1.01 -0.37 -3.49  -0.2996
C 0.29 -0.96 -3.45  -0.3080
C -2.26 -1.07 -3.81  -0.1066
C 1.24 0.06 -3.10  -0.3094
C 0.55 1.31 -3.04  -0.2986
C 1.21 2.63 -2.86  -0.0540
C -1.94 2.06 -3.22  -0.0669
C 0.61 -2.36 -3.83  -0.0631
C 2.72 -0.10 -2.99  -0.0472
V -0.24 0.06 -1.34  0.4281
Cl -3.03 -3.33 -1.52  -0.5993
Cl -2.38 0.02 -0.66  0.2201
Cl 0.58 -1.91 -0.67  0.2460
H -3.14 -0.45 -3.60  0.0673
H -2.37 -1.98 -3.18  -0.0798
H -2.26 -1.41 -4.86  0.0830
H -0.17 -3.05 -3.48  0.0778
H 1.57 -2.68 -3.42  0.0625
H 0.67 -2.44 -4.93  0.0848
H 2.98 -1.00 -2.43  0.0677
H 3.15 0.76 -2.46  0.0706
H 3.17 -0.16 -3.99  0.0823
H 2.11 2.53 -2.25  0.0716
H 0.54 3.34 -2.36  0.0718
H 1.50 3.03 -3.84  0.0846
H -2.86 1.65 -2.79  0.0451
H -2.14 2.39 -4.25  0.0800
H -1.64 2.93 -2.62  0.0772
O 0.22 1.67 -0.58  -0.3351
H 0.02 1.43 0.37  0.0045
O -1.50 -1.55 1.94  -0.0027
C -0.62 -0.71 2.13  -0.6567
O 0.05 0.01 1.31  -0.2152
C -0.18 -0.45 3.56  -0.0663
C 0.92 0.38 3.85  0.1012
C 1.28 0.63 5.19  -0.1355
C 0.55 0.05 6.24  0.0782
C -0.53 -0.80 5.94  -0.1348
C -0.89 -1.06 4.60  0.0949
N -1.30 -1.41 6.99  -0.3286
O -0.99 -1.19 8.17  0.0326
O -2.25 -2.16 6.66  0.0557
N 2.38 1.51 5.47  -0.3288
O 3.00 2.02 4.51  0.0540
O 2.69 1.73 6.66  0.0307
H 1.48 0.83 3.04  0.1289
H 0.82 0.25 7.27  0.1182
H -1.73 -1.72 4.38  0.1330

Record 3
A molecular structure, C17H19ClN3O6Pt at a distorted geometry, computed with ωB97M-V/def2-TZVPD.

Computed properties:
Maximum force, Eh/bohr: 0.0642
Highest occupied orbital energy (alpha / beta), eV: -3.23 / -3.42
LUMO energy (alpha / beta), eV: 2.52 / 2.52
Energy above the lowest of the compared OMol25 structures with the same formula, charge and spin, kJ/mol: 0.0
Frontier orbital gap (alpha / beta), eV: 5.75 / 5.94
Total charge: -1
Calculated total energy, eV: -50451.235
Spin multiplicity: 3

Last column: Löwdin charge in e.
Geometry (Å):
Pt 18.20 -19.73 12.31  1.1352
Cl 19.02 -19.35 8.78  0.5909
O 19.81 -18.23 8.43  -0.3659
O 19.22 -19.51 10.18  -0.4876
O 17.65 -19.10 8.58  -0.3238
O 19.36 -20.53 8.02  -0.3489
O 16.10 -19.90 11.21  -0.3818
C 15.24 -20.26 12.29  -0.4037
C 15.72 -20.40 13.76  -0.3907
O 17.08 -20.28 14.14  -0.4460
H 14.83 -21.24 12.06  0.0634
H 14.35 -19.63 12.26  0.0742
H 15.36 -21.28 14.30  0.0754
H 15.13 -19.63 14.25  0.0627
N 18.85 -21.90 12.01  -0.0196
C 18.06 -23.00 12.31  -0.0816
C 18.47 -24.31 12.13  -0.0656
C 19.69 -24.55 11.47  -0.0704
C 20.46 -23.44 11.11  -0.0648
C 20.03 -22.15 11.42  -0.1242
H 17.12 -22.84 12.80  0.1068
H 17.77 -25.05 12.50  0.0958
H 20.03 -25.53 11.17  0.0943
H 21.44 -23.58 10.67  0.0973
H 20.58 -21.26 11.15  0.0937
N 20.07 -19.09 13.42  -0.0454
C 20.06 -19.22 14.81  -0.0974
C 20.94 -18.53 15.61  -0.0822
C 21.93 -17.76 15.03  -0.0772
C 22.03 -17.72 13.62  -0.0737
C 21.09 -18.34 12.84  -0.0989
H 19.25 -19.86 15.13  0.0895
H 20.87 -18.70 16.68  0.0995
H 22.69 -17.31 15.65  0.0965
H 22.84 -17.11 13.24  0.0962
H 21.10 -18.34 11.76  0.1054
N 17.95 -17.49 12.36  -0.0146
C 17.47 -16.96 13.52  -0.1160
C 17.15 -15.61 13.68  -0.0682
C 17.40 -14.72 12.63  -0.0785
C 17.82 -15.23 11.42  -0.0759
C 18.07 -16.56 11.32  -0.0711
H 17.38 -17.48 14.47  0.1045
H 16.84 -15.24 14.65  0.0950
H 17.12 -13.68 12.72  0.0961
H 18.06 -14.59 10.58  0.1066
H 18.61 -16.95 10.46  0.0949

Record 4
A molecular structure, C17H19CoN8O2 at a distorted geometry, computed with ωB97M-V/def2-TZVPD.

Computed properties:
Maximum force, Eh/bohr: 0.0291
Highest occupied orbital energy (alpha / beta), eV: -14.67 / -14.67
LUMO energy (alpha / beta), eV: -6.44 / -10.10
Energy above the lowest of the compared OMol25 structures with the same formula, charge and spin, kJ/mol: 48.5
Frontier orbital gap (alpha / beta), eV: 8.23 / 4.57
Total charge: +2
Calculated total energy, eV: -71566.550
Spin multiplicity: 5

Last column: Löwdin charge in e.
Geometry (Å):
Co 0.12 0.20 0.32  0.7565
C -3.98 0.27 1.78  0.0039
C -2.57 0.38 1.61  -0.1709
N -1.43 0.50 1.46  0.1457
H -4.50 0.92 1.07  0.1089
H -4.27 0.55 2.79  0.1157
H -4.28 -0.76 1.58  0.1035
O 2.10 -2.64 0.07  0.1195
C 0.92 -2.79 0.26  -0.3653
N -0.08 -1.81 0.07  0.1928
C -1.34 -2.45 0.17  -0.3755
O -2.39 -1.90 -0.06  0.1348
C -1.13 -3.84 0.63  -0.0642
C -2.02 -4.82 0.99  0.0442
C -1.49 -6.02 1.44  0.0130
C -0.10 -6.22 1.54  0.0091
C 0.80 -5.22 1.17  0.0425
C 0.26 -4.04 0.71  -0.0645
H -3.09 -4.67 0.91  0.1376
H -2.16 -6.83 1.72  0.1306
H 0.27 -7.16 1.91  0.1301
H 1.86 -5.38 1.25  0.1353
N 6.30 -0.10 -1.10  0.2153
C 5.23 -0.64 -0.52  -0.4422
N 5.19 -1.94 -0.27  0.2287
N 4.24 0.20 -0.20  0.1666
C 3.07 0.15 0.24  -0.2880
N 1.97 0.41 0.59  0.0579
H 7.09 -0.65 -1.36  0.1344
H 6.36 0.90 -1.22  0.1356
H 5.94 -2.55 -0.54  0.1360
H 4.33 -2.35 0.05  0.0958
C 2.02 4.75 -1.78  0.0043
C 0.92 3.80 -1.49  -0.2624
C -0.45 3.99 -1.43  0.0437
C -1.00 2.75 -1.08  -0.3093
N -0.02 1.85 -0.91  -0.0268
N 1.13 2.51 -1.17  0.0481
C -2.45 2.45 -0.91  -0.0237
H 1.63 5.73 -2.03  0.0936
H 2.64 4.40 -2.61  0.0929
H 2.67 4.85 -0.91  0.0944
H -0.98 4.90 -1.63  0.1303
H 2.01 2.03 -1.15  0.1357
H -3.03 3.10 -1.56  0.0969
H -2.76 2.65 0.11  0.0771
H -2.66 1.41 -1.17  0.0817

Record 5
A molecular structure, C17H19F3N2O2 at a distorted geometry, computed with ωB97M-V/def2-TZVPD.

Computed properties:
Maximum force, Eh/bohr: 0.3614
Highest occupied orbital energy, eV: -8.00
LUMO energy, eV: -0.22
Energy above the lowest of the compared OMol25 structures with the same formula, charge and spin, kJ/mol: 1888.4
Frontier orbital gap, eV: 7.78
Calculated total energy, eV: -33148.326
Spin multiplicity: 1

Last column: Löwdin charge in e.
Geometry (Å):
C -0.07 0.99 3.27  0.0169
C 0.11 0.30 1.94  -0.3002
C 1.26 -0.43 1.41  -0.2203
N 0.99 -0.88 0.33  0.2311
C -0.27 -0.32 0.12  -0.4077
C -0.93 -0.83 -1.00  -0.0202
C -2.24 -0.44 -1.07  0.1026
C -2.86 -0.57 -2.49  -0.0111
C -2.26 -1.36 -3.47  -0.0676
C -1.09 -1.88 -3.27  -0.1454
C -0.17 -1.70 -2.22  0.1522
H 0.84 -1.89 -2.03  0.0702
H -0.68 -2.32 -3.98  0.0343
H -2.86 -1.74 -4.39  0.1706
C -4.31 -0.08 -2.64  -0.5935
F -4.60 0.03 -3.76  0.3358
F -4.75 0.90 -1.75  0.0938
F -5.23 -1.20 -2.16  -0.0360
H -2.69 0.23 -0.67  0.0082
O -0.68 0.10 1.10  0.2592
C 2.69 -0.54 2.24  -0.1299
N 3.29 0.43 2.92  -0.1628
C 4.20 0.23 3.85  -0.2845
C 5.54 -0.09 3.28  -0.0451
H 6.45 0.60 3.58  0.1510
H 5.59 -1.00 2.99  0.0257
C 5.24 0.90 1.99  -0.1519
H 5.47 0.08 0.88  0.1874
H 6.14 1.51 1.85  0.0907
C 3.88 1.40 1.98  -0.2672
C 3.37 1.70 0.47  -0.0551
O 2.22 2.68 0.64  -0.1162
H 1.56 2.12 1.25  0.1086
H 3.01 0.85 0.17  0.0408
H 4.02 2.27 0.02  0.0719
H 4.09 2.29 2.30  0.0924
H 3.82 -0.35 4.44  0.0378
H 4.17 0.99 4.63  0.1500
H 2.52 -1.38 3.05  0.1562
H 3.48 -1.22 1.55  0.1693
H 0.80 1.12 3.85  0.0417
H -0.57 0.29 4.05  0.1191
H -0.44 2.03 3.13  0.0976

> Which of these has the highest maximum force?

C17H19F3N2O2